1.
Formula: C6H9N
Source: OMol25
Level of theory: the ωB97M-V functional and the def2-TZVPD basis

Atoms and positions in Å:
C (-0.638498, 1.241845, 0.415309)
C (-0.888505, 0.001360, 0.833475)
C (-1.283684, -1.146129, -0.061918)
C (-0.915146, -0.257367, 2.249733)
N (-1.066204, -0.456675, 3.381177)
H (-0.309264, 2.024800, 1.090686)
H (-0.736936, 1.497786, -0.634332)
H (-2.373972, -1.224232, -0.064095)
H (-0.882774, -2.101713, 0.294264)
H (-0.936918, -0.989868, -1.087696)
C (1.816228, -0.272973, -0.667731)
C (1.574827, 0.736894, -1.493122)
H (1.587978, -1.302100, -0.934623)
H (2.174740, -0.108218, 0.346051)
H (1.760092, 1.767937, -1.198133)
H (1.118038, 0.588655, -2.469045)

Forces on the atoms, in the same order (eV/Å):
C -0.2 -0.1 0.1
C -0.2 0.3 0.0
C -0.1 0.0 0.0
C -0.3 -0.2 1.1
N 0.3 0.1 -1.0
H -0.2 -0.1 0.0
H 0.1 -0.1 0.2
H 0.1 -0.1 -0.1
H 0.0 0.2 0.0
H -0.1 0.1 0.2
C 0.0 0.1 -0.2
C 0.2 -0.2 0.0
H 0.1 0.1 0.0
H 0.1 0.0 -0.2
H 0.0 -0.2 -0.1
H 0.2 0.0 0.1

Values from the calculation:
2S+1 = 1
DFT total energy = -7855.903 eV
charge = 0
ΔE to the lowest compared entry with this formula, charge and spin = 217.68 kJ/mol
Kohn-Sham gap = 10.13 eV

2.
Formula: C24H51N4O6S2
Source: OMol25
Level of theory: the ωB97M-V functional and the def2-TZVPD basis

Atoms and positions in Å:
C (3.836437, -4.870034, -1.434686)
C (2.329527, -5.117195, -1.562052)
N (1.586193, -3.884935, -1.845645)
S (1.232498, -2.960372, -0.517327)
O (2.375260, -2.119170, -0.273533)
O (0.870658, -3.838498, 0.575671)
N (0.035437, -2.045176, -0.978451)
S (-1.342945, -2.714383, -1.402563)
O (-1.191798, -3.628266, -2.520498)
O (-2.273969, -1.630578, -1.618563)
C (-2.036967, -3.654612, -0.043231)
C (-2.255082, -5.151795, -0.257068)
C (-0.989247, -5.975785, -0.457661)
C (-3.286930, -5.449680, -1.355529)
H (4.132515, -4.856562, -0.389606)
H (4.064102, -3.888273, -1.840353)
H (4.413745, -5.611836, -1.979897)
H (1.956635, -5.608376, -0.663148)
H (2.125943, -5.788668, -2.394878)
H (0.731733, -4.062269, -2.366378)
H (-1.441592, -3.485580, 0.850137)
H (-3.012175, -3.199433, 0.109471)
H (-2.695118, -5.488486, 0.687341)
H (-0.545525, -5.788386, -1.432942)
H (-1.259676, -7.034461, -0.427735)
H (-0.274437, -5.798304, 0.341416)
H (-3.807303, -6.382549, -1.149556)
H (-2.773977, -5.565212, -2.309799)
H (-3.985774, -4.628275, -1.489387)
C (-0.777394, 2.550771, -3.668323)
C (-1.534242, 2.271367, -2.346613)
C (-2.913012, 1.646419, -2.593382)
C (-3.983529, 2.629375, -3.063913)
C (-4.065096, 3.822653, -2.114686)
C (-2.719853, 4.527616, -1.945984)
N (-1.678396, 3.529695, -1.538246)
O (-1.716129, 3.304609, -0.272409)
C (-2.359033, 5.258939, -3.250497)
C (-2.813507, 5.593656, -0.862862)
C (-0.705586, 1.253751, -1.582387)
H (-0.826902, 3.582241, -4.001635)
H (0.281715, 2.326221, -3.545026)
H (-1.156885, 1.920570, -4.473215)
H (-3.251173, 1.181995, -1.663647)
H (-2.795790, 0.830942, -3.306107)
H (-3.782756, 2.960651, -4.087605)
H (-4.949821, 2.121349, -3.092394)
H (-4.798432, 4.551803, -2.470224)
H (-4.411586, 3.475403, -1.136374)
H (-1.348936, 5.667905, -3.199231)
H (-3.051416, 6.089715, -3.392940)
H (-2.435119, 4.634506, -4.136433)
H (-3.169239, 5.185606, 0.079857)
H (-3.511958, 6.366337, -1.186477)
H (-1.841590, 6.057756, -0.689285)
H (0.253937, 1.670250, -1.268863)
H (-0.513957, 0.401962, -2.231551)
H (-1.219923, 0.874973, -0.704307)
C (1.277022, 1.272653, 5.148122)
C (2.432798, 1.952559, 4.375355)
C (1.908848, 2.874209, 3.264632)
C (1.416830, 2.148303, 2.014397)
C (2.490311, 1.192641, 1.500217)
C (2.944181, 0.192121, 2.560183)
N (3.368186, 0.936203, 3.799920)
O (4.571179, 1.385815, 3.714877)
C (1.810726, -0.809719, 2.833752)
C (4.114032, -0.621444, 2.029939)
C (3.184986, 2.807177, 5.387617)
H (1.078931, 0.257252, 4.827226)
H (1.517225, 1.212014, 6.210794)
H (0.351171, 1.840618, 5.047767)
H (2.716041, 3.553869, 2.971523)
H (1.114483, 3.497487, 3.681620)
H (0.486496, 1.613172, 2.220139)
H (1.177195, 2.880196, 1.240755)
H (2.126225, 0.630387, 0.638091)
H (3.354833, 1.773963, 1.160828)
H (2.064239, -1.460772, 3.673204)
H (1.678674, -1.435960, 1.955005)
H (0.848324, -0.342375, 3.032954)
H (4.946961, 0.005788, 1.715632)
H (3.739455, -1.161679, 1.161389)
H (4.480411, -1.328064, 2.777281)
H (3.673947, 2.184821, 6.137835)
H (2.463304, 3.453194, 5.891215)
H (3.940424, 3.433699, 4.918972)

Forces on the atoms, in the same order (eV/Å):
C -0.3 0.2 0.0
C 0.2 0.0 -0.2
N 0.2 -0.4 0.0
S 0.1 0.4 -0.2
O 0.1 0.0 0.0
O 0.2 -0.1 0.3
N -0.2 -0.3 0.0
S -0.4 0.8 -0.1
O 0.2 -0.4 -0.2
O -0.1 0.1 -0.1
C -0.1 -0.3 0.3
C -0.2 -0.1 -0.1
C -0.3 -0.4 0.2
C 0.5 0.0 -0.2
H 0.2 -0.1 0.1
H 0.1 0.1 -0.1
H 0.1 -0.2 0.1
H -0.1 0.0 0.1
H 0.0 0.0 -0.1
H -0.1 0.1 0.0
H 0.2 0.1 -0.1
H -0.1 0.2 0.0
H 0.0 0.1 0.1
H 0.1 0.1 0.1
H 0.0 -0.1 -0.1
H 0.1 0.1 -0.1
H -0.2 0.0 0.1
H 0.0 0.0 -0.1
H -0.3 0.0 0.1
C 0.0 0.2 0.0
C 0.5 -0.1 -0.6
C -0.4 0.2 0.1
C 0.1 0.0 0.0
C -0.2 -0.3 0.0
C 0.1 0.6 -0.5
N -0.9 -0.6 0.5
O 0.4 0.2 -0.1
C 0.1 -0.1 0.0
C -0.1 0.0 0.2
C 0.1 0.0 0.3
H -0.1 -0.1 0.0
H 0.0 -0.1 0.1
H 0.0 -0.1 0.0
H 0.1 0.0 0.0
H 0.0 -0.1 0.0
H 0.0 0.0 0.0
H 0.0 0.0 0.0
H 0.0 0.0 0.0
H 0.1 0.0 0.0
H 0.0 0.0 0.0
H 0.0 0.0 0.1
H 0.0 0.0 0.0
H 0.1 0.0 0.0
H 0.0 0.0 -0.1
H 0.0 0.0 0.0
H 0.0 0.1 0.0
H 0.0 0.0 0.0
H 0.0 0.0 0.0
C 0.1 -0.2 0.0
C -0.5 -0.1 0.6
C 0.0 0.0 -0.4
C 0.1 0.0 0.1
C -0.1 0.3 -0.1
C -0.4 -0.7 0.1
N 0.3 0.9 -0.8
O 0.0 -0.3 0.3
C 0.0 0.0 0.2
C 0.2 0.1 -0.1
C 0.2 0.1 0.0
H 0.0 0.1 0.0
H 0.0 0.1 0.0
H 0.0 0.1 0.0
H 0.1 -0.1 0.0
H 0.0 0.0 0.1
H 0.0 0.0 0.0
H -0.1 0.0 0.0
H 0.0 -0.1 0.0
H 0.0 0.0 0.1
H 0.0 0.0 0.0
H 0.1 0.0 -0.1
H 0.0 0.0 0.0
H 0.0 0.1 0.1
H 0.1 -0.1 0.1
H -0.1 0.0 0.0
H 0.0 0.0 0.0
H -0.1 0.0 0.0
H 0.0 -0.1 0.0

Values from the calculation:
2S+1 = 3
DFT total energy = -65630.128 eV
⟨S²⟩ = 2.008
charge = -1
Kohn-Sham gap (alpha / beta) = 8.21 / 9.01 eV

3.
Formula: C4H6O
Source: OMol25
Level of theory: the ωB97M-V functional and the def2-TZVPD basis

Atoms and positions in Å:
C (1.740602, -1.253851, 0.461942)
C (1.451523, -0.002789, 0.228897)
C (1.185788, 1.319101, 0.252732)
H (2.472012, -1.691868, 1.132501)
H (1.367345, -2.042366, -0.151590)
H (1.721328, 2.117375, -0.282483)
H (0.179855, 1.441209, 0.761880)
C (-2.496493, -0.003263, -0.529136)
O (-2.197411, 0.901140, 0.202958)
H (-2.061099, -0.902727, -0.814812)
H (-3.363453, 0.118036, -1.262891)

Forces on the atoms, in the same order (eV/Å):
C 0.2 -0.3 -0.6
C 0.6 2.3 0.7
C -1.2 -2.7 0.3
H -0.1 0.8 0.6
H -0.5 -0.2 -0.7
H -0.4 -0.6 0.3
H 1.4 0.7 -0.5
C -2.6 2.8 -1.8
O 0.4 -1.1 0.2
H 2.0 -2.0 0.7
H 0.1 0.3 0.9

Values from the calculation:
2S+1 = 1
DFT total energy = -6289.153 eV
charge = 0
ΔE to the lowest compared entry with this formula, charge and spin = 266.77 kJ/mol
Kohn-Sham gap = 10.18 eV

4.
Formula: C4H6N2O
Source: OMol25
Level of theory: the ωB97M-V functional and the def2-TZVPD basis

Atoms and positions in Å:
C (0.490204, -1.299804, -1.860160)
O (0.946624, -0.107567, -1.235709)
C (0.244457, 0.257990, -0.145907)
C (0.722548, 1.113481, 0.877087)
C (-0.318707, 1.161508, 1.773967)
N (-1.301665, 0.381878, 1.271416)
N (-0.979858, -0.178339, 0.088523)
H (1.195115, -1.509055, -2.666439)
H (0.486934, -2.126139, -1.139692)
H (-0.521067, -1.184931, -2.263073)
H (1.686671, 1.595998, 0.938974)
H (-0.421642, 1.657566, 2.730180)
H (-2.229613, 0.237412, 1.630832)

Forces on the atoms, in the same order (eV/Å):
C -0.1 -0.2 -0.2
O 0.0 0.1 0.1
C -0.1 0.0 0.1
C 0.0 0.0 0.0
C 0.0 -0.1 -0.1
N -0.1 0.1 0.2
N 0.3 0.1 0.0
H -0.1 0.0 0.1
H 0.0 0.1 -0.1
H 0.2 0.0 0.1
H -0.2 -0.1 0.0
H 0.0 0.0 -0.2
H 0.2 0.0 0.0

Values from the calculation:
2S+1 = 1
DFT total energy = -9272.038 eV
charge = 0
ΔE to the lowest compared entry with this formula, charge and spin = 141.28 kJ/mol
Kohn-Sham gap = 9.82 eV

5.
Formula: C13H29AlCl2N4O4P2
Source: OMol25
Level of theory: the ωB97M-V functional and the def2-TZVPD basis

Atoms and positions in Å:
C (0.331403, 1.867475, 0.395033)
C (-1.071331, 1.869565, -0.223725)
Cl (-1.350977, 3.568407, -0.749249)
C (-1.120352, 0.854166, -1.427344)
Cl (-0.675022, 1.597124, -3.006902)
Al (-2.878589, -0.152351, -1.602528)
C (-2.686157, -1.477502, -3.153327)
C (-1.402153, -2.204306, -3.122817)
O (-0.966079, -2.664225, -2.101103)
N (-0.722099, -2.387656, -4.375726)
C (-0.337115, -3.788568, -4.594177)
C (0.378235, -1.451804, -4.566559)
P (-4.744952, 1.227437, -2.109354)
N (-5.453064, 0.384096, -3.451994)
O (-4.139791, 2.693963, -2.731137)
P (-3.375444, -1.337068, 0.387356)
O (-1.896834, -1.972899, 0.900537)
O (-4.349923, -2.617008, -0.144717)
H (0.412003, 1.128062, 1.183792)
H (0.609066, 2.843410, 0.765976)
H (1.029000, 1.631278, -0.391719)
H (-1.809701, 1.606372, 0.514242)
H (-0.348557, 0.132847, -1.210350)
H (-3.502255, -2.190378, -3.186310)
H (-2.722817, -0.898297, -4.074035)
H (-0.881710, -4.416876, -3.909341)
H (0.728142, -3.949971, -4.477332)
H (-0.649767, -4.068419, -5.589495)
H (1.015240, -1.841558, -5.346878)
H (0.988979, -1.304957, -3.676411)
H (-0.002345, -0.512273, -4.930339)
H (-4.793224, 0.263117, -4.217437)
H (-6.226719, 0.914464, -3.838489)
H (-3.973297, 2.589741, -3.678827)
H (-1.621833, -2.747034, 0.383672)
H (-3.962184, -3.451230, 0.157841)
C (1.120306, -0.810806, 3.726834)
C (2.628822, -0.723118, 3.763158)
N (3.101173, 0.589692, 4.245611)
C (2.429049, 1.463697, 5.064530)
C (3.237150, 2.535707, 5.248835)
N (4.394017, 2.290603, 4.548267)
C (4.289771, 1.104582, 3.957339)
C (5.556143, 3.175965, 4.457688)
H (0.696121, -0.002708, 3.130467)
H (0.815815, -1.755139, 3.282724)
H (0.687317, -0.761772, 4.726424)
H (3.033166, -0.861805, 2.761658)
H (3.052760, -1.495636, 4.405018)
H (1.443285, 1.235287, 5.424681)
H (3.119198, 3.451040, 5.799783)
H (5.044443, 0.639108, 3.347196)
H (5.741897, 3.423990, 3.415818)
H (6.425588, 2.678397, 4.880002)
H (5.356203, 4.085774, 5.013138)

Forces on the atoms, in the same order (eV/Å):
C -0.2 0.1 -0.1
C 1.3 0.0 -1.1
Cl -0.5 -0.1 0.2
C -1.2 0.5 0.9
Cl 0.2 -0.1 0.1
Al 0.2 -0.7 -1.3
C 0.6 1.0 -0.1
C -1.1 0.6 -0.5
O 0.8 -0.9 1.1
N 0.3 -0.4 -0.2
C -0.3 0.6 0.1
C -0.3 -0.2 -0.3
P -0.6 0.3 0.6
N 0.6 0.7 -0.3
O -0.3 -0.3 -0.5
P -0.5 1.1 1.0
O -0.3 -1.0 0.0
O 0.9 -0.3 0.1
H 0.0 -0.3 0.1
H 0.0 0.2 0.4
H 0.4 -0.1 -0.3
H -0.4 0.1 0.2
H 0.3 -0.4 -0.1
H -0.2 -0.2 0.2
H -0.2 -0.1 -0.4
H 0.0 -0.3 0.3
H 0.3 -0.2 0.1
H 0.1 -0.2 -0.5
H 0.2 -0.2 -0.3
H 0.1 0.1 0.3
H -0.1 0.5 0.1
H 0.0 -0.4 0.0
H -0.2 -0.2 0.2
H 0.3 0.1 0.2
H 0.3 0.5 -0.4
H -0.3 0.1 -0.1
C -0.2 0.2 0.1
C -0.1 -0.3 -0.1
N 0.2 -0.1 0.0
C -0.1 -0.1 -0.1
C 0.2 0.1 0.0
N 0.1 0.0 0.0
C -0.1 0.1 0.0
C 0.1 -0.1 -0.1
H 0.0 -0.1 -0.1
H 0.0 0.0 0.0
H 0.0 -0.1 0.0
H 0.1 0.1 0.0
H 0.0 0.1 0.1
H 0.0 0.1 0.0
H -0.2 0.0 0.0
H 0.0 0.0 -0.1
H 0.0 0.0 0.0
H 0.0 0.0 0.0
H -0.1 0.0 0.0

Values from the calculation:
2S+1 = 1
DFT total energy = -78320.221 eV
charge = 0
Kohn-Sham gap = 3.84 eV

6.
Formula: C4H3NOS
Source: OMol25
Level of theory: the ωB97M-V functional and the def2-TZVPD basis

Atoms and positions in Å:
S (1.585081, -1.130520, -2.502242)
C (0.682556, -0.475713, -1.286503)
N (-0.129647, -1.339206, -0.527686)
C (-0.724735, -0.894419, 0.549961)
C (-0.536892, 0.390644, 1.061317)
C (0.202483, 1.226613, 0.259040)
O (0.745326, 0.818749, -0.947165)
H (-1.438459, -1.564298, 0.991139)
H (-0.896685, 0.705200, 2.005887)
H (0.510972, 2.262950, 0.396252)

Forces on the atoms, in the same order (eV/Å):
S -0.4 0.9 0.4
C 0.2 -2.7 0.0
N -0.5 1.0 0.3
C 0.4 -1.2 -1.9
C 1.8 2.3 -1.4
C 0.1 -0.7 -0.2
O -0.7 0.9 1.4
H -0.1 -0.4 0.4
H -0.4 0.3 0.6
H -0.4 -0.3 0.4

Values from the calculation:
2S+1 = 1
DFT total energy = -18567.757 eV
charge = 0
ΔE to the lowest compared entry with this formula, charge and spin = 47.85 kJ/mol
Kohn-Sham gap = 7.82 eV